Arrangement P

This record from OMol25 describes a gas-phase ion, C7H15N4 (charge +1). The level of theory is the ωB97M-V functional and the def2-TZVPD basis.

## Properties
- M: 155.2 g mol⁻¹
- Frontier orbital gap: 9.774 eV
- Structure (SMILES): CC(C)C1=[NH+]C(N)(N)C=CN1

Geometry as ORCA input:
```
! RIJCOSX wB97M-V def2-TZVPD def2/J DEFGRID3
* xyz 1 1
C -1.59523 -1.98808 -0.66620
H 0.29369 -2.11388 -0.53334
N -0.86712 0.76680 -0.43637
H -2.23512 -0.65109 2.26496
C -2.01469 0.14793 0.33634
N -3.22595 0.92455 0.32030
C -2.54680 -1.13795 -0.33424
H 1.76606 -0.41783 -1.59139
H 2.27210 -1.55046 0.64946
H -3.81389 1.05414 -0.62067
H 2.08779 0.18453 1.34194
C 1.57059 0.17881 -0.72314
H -1.63201 -2.84649 -1.21155
H -3.56432 -1.20483 -0.17290
N -1.50737 -0.26246 1.59918
H -3.16546 1.69357 0.87494
C 1.90031 1.74587 -0.92767
H 3.46278 -0.21526 0.28324
N -0.32905 -1.38709 -0.59880
H 1.08635 2.19850 -1.64438
H -0.69431 1.74173 -0.37322
H 1.90660 2.28284 -0.02332
C 2.39711 -0.47504 0.50389
H -0.87416 0.58034 1.78429
C 0.11100 -0.10259 -0.50944
H 2.87168 1.80259 -1.43774
*
```

---

Arrangement Q

This record from OMol25 describes a gas-phase ion, C7H15N4 (charge +1). The level of theory is the ωB97M-V functional and the def2-TZVPD basis.

## Properties
- M: 155.2 g mol⁻¹
- Frontier orbital gap: 9.835 eV
- Structure (SMILES): [H]/N=C1\N[N@@H+](C)N(C)C(C)=C1C

Geometry as ORCA input:
```
! RIJCOSX wB97M-V def2-TZVPD def2/J DEFGRID3
* xyz 1 1
H 1.39611 0.46633 -2.14385
H 0.11931 2.48366 -0.04883
H -0.96269 -2.98164 -1.18801
H -3.81696 -0.01641 -0.85984
H -0.10549 -3.09139 0.25455
C -0.11808 1.51707 1.86421
H -0.48804 0.63743 2.36941
H -0.13946 1.50653 -1.95631
H 1.60918 2.19464 -1.57546
C 0.99294 1.31683 -1.60296
C -0.64224 -1.11052 -0.01652
C -0.97126 -2.52237 -0.14110
N 0.82603 0.82972 -0.21442
H 2.52330 -0.81483 -0.77582
H 1.88018 -2.38207 -0.43003
H -1.91912 -2.90254 0.31038
N -0.18774 1.59392 0.36154
H 2.30840 -1.19061 0.86481
N -3.02258 -0.51779 -0.62802
H -2.11717 2.15553 0.13238
C 1.87894 -1.32426 -0.09516
C -1.99728 0.02350 -0.27170
H 0.88637 1.51914 2.20296
H -0.58522 2.42495 2.42010
N -1.48276 1.33744 -0.16371
C 0.56344 -0.62278 -0.11085
*
```

---

Which of them is the most stable, and which is the least stable? arrangement P and arrangement Q, in that order.

---

Arrangement P

This record from OMol25 describes C3H9N3 in the gas phase. The level of theory is the ωB97M-V functional and the def2-TZVPD basis.

## Properties
- M: 87.1 g mol⁻¹
- Frontier orbital gap: 9.445 eV
- Structure (SMILES): [H]/N=C(/N)NCC

Geometry as ORCA input:
```
! RIJCOSX wB97M-V def2-TZVPD def2/J DEFGRID3
* xyz 0 1
H 0.47822 0.73105 1.43108
H 1.58083 -1.24277 -1.88958
C -2.29037 0.37851 1.27496
H -2.08214 1.42034 1.53820
H -2.02185 -0.30610 2.07600
H -1.37254 0.61189 -0.72477
C -1.26137 0.04226 0.14660
H -3.33774 0.13383 0.99231
N 2.25136 0.37197 -0.28599
H -1.52274 -0.95754 0.00862
N 0.71215 -0.95710 -1.45837
H 0.07235 -1.69269 -1.20374
C 1.08550 -0.08396 -0.39798
N 0.03327 0.28144 0.59779
H 2.02560 1.40706 -0.34368
*
```

---

Arrangement Q

This record from OMol25 describes 3 unconnected molecules or ions with the total composition C3H9N3. The level of theory is the ωB97M-V functional and the def2-TZVPD basis.

## Properties
- M: 87.1 g mol⁻¹
- Frontier orbital gap: 7.864 eV

Geometry as ORCA input:
```
! RIJCOSX wB97M-V def2-TZVPD def2/J DEFGRID3
* xyz 0 1
H 2.16796 0.81804 0.05213
N 1.16526 0.98311 0.11993
C -1.15162 0.26395 -1.45520
H 1.59477 1.85942 1.87892
H -0.52772 -2.19196 -1.02728
N 0.76772 1.68798 1.30540
C 0.58001 -1.17891 0.47695
H 0.37886 2.58578 1.03519
H 0.37996 0.94527 -0.57814
C -0.57831 -1.52296 -0.17958
H -1.50780 -1.53548 0.37223
H 1.53075 -1.55203 0.11777
H -3.07025 -0.41573 -1.81557
N -2.28025 0.21170 -1.83796
H 0.55066 -0.95818 1.53521
*
```

---

Which of them is the most stable, and which is the least stable? arrangement P and arrangement Q, in that order.

---

Arrangement P

This record from OMol25 describes 2 unconnected molecules or ions with the total composition C3H9N3. The level of theory is the ωB97M-V functional and the def2-TZVPD basis.

## Properties
- M: 87.1 g mol⁻¹
- Frontier orbital gap: 8.777 eV
- Structure (SMILES): [H]/N=C/N.C=CN

Geometry as ORCA input:
```
! RIJCOSX wB97M-V def2-TZVPD def2/J DEFGRID3
* xyz 0 1
N -1.18702 0.22717 1.76807
N 1.47440 -0.50904 -1.03724
N -1.18594 2.58431 1.46080
H -0.71579 -0.63786 1.95699
H -0.40648 -3.02914 -2.11670
C -0.54842 1.34135 1.74495
H -1.04575 -1.49606 -1.39613
C 1.14561 -1.67660 -1.72774
H 1.95936 -2.14826 -2.16020
H -2.17036 2.63636 1.54568
H 2.22968 0.11386 -1.14802
C -0.19312 -2.11613 -1.81138
H 0.73642 -0.12676 -0.51553
H -0.66591 3.42140 1.45091
H 0.57332 1.41539 1.98553
*
```

---

Arrangement Q

This record from OMol25 describes C3H9N3 in the gas phase. The level of theory is the ωB97M-V functional and the def2-TZVPD basis.

## Properties
- M: 87.1 g mol⁻¹
- Frontier orbital gap: 9.508 eV
- Structure (SMILES): [H]/N=C(/N)NCC

Geometry as ORCA input:
```
! RIJCOSX wB97M-V def2-TZVPD def2/J DEFGRID3
* xyz 0 1
N -1.44155 1.22665 1.31888
H -0.27483 2.72150 -0.22863
C 0.36480 -0.98011 -0.98094
C 1.23560 -2.20869 -0.62400
H -1.84340 0.34938 1.62545
N -0.10993 -0.40798 0.27003
H 1.03392 -0.42012 -1.64041
C -0.52042 0.90806 0.48171
H 1.40180 -2.71305 -1.58324
H -0.53402 -1.07760 0.89174
H 0.69055 -2.89496 0.02275
H -0.48408 -1.23345 -1.62524
H 0.77916 1.58996 -0.95113
H 2.18919 -2.00488 -0.14679
N 0.24710 1.86302 -0.14023
*
```

---

Which of them is the most stable, and which is the least stable? arrangement Q and arrangement P, in that order.

---

Arrangement P

This record from OMol25 describes a gas-phase ion, C3H4N3S (charge +1). The level of theory is the ωB97M-V functional and the def2-TZVPD basis.

## Properties
- M: 114.2 g mol⁻¹
- Frontier orbital gap (alpha / beta): 5.709 / 6.233 eV

Geometry as ORCA input:
```
! RIJCOSX wB97M-V def2-TZVPD def2/J DEFGRID3
* xyz 1 1
H -2.23485 0.74708 1.64211
C -0.64541 -0.13620 0.74782
H 2.03336 1.17302 -0.82790
H -1.07550 -1.05023 0.76819
N 1.27021 0.93248 -0.22034
S 0.01216 -2.64530 -0.93123
N -1.35146 0.93024 1.10995
H 2.05391 -1.26654 -0.95374
N 1.01517 -1.36428 -0.51281
C 0.58123 -0.09681 0.00731
C -0.88020 2.11666 1.08807
*
```

---

Arrangement Q

This record from OMol25 describes a gas-phase ion, C3H4N3S (charge +1). The level of theory is the ωB97M-V functional and the def2-TZVPD basis.

## Properties
- M: 114.2 g mol⁻¹
- Frontier orbital gap: 8.707 eV

Geometry as ORCA input:
```
! RIJCOSX wB97M-V def2-TZVPD def2/J DEFGRID3
* xyz 1 1
C 1.58276 1.02637 0.10290
N 0.90583 1.89883 0.49064
H 0.52483 2.70252 0.72144
N -0.02311 -0.87299 0.26412
H -2.94307 0.03697 -0.68717
C 1.21193 -0.91357 0.67220
H 1.74356 -1.45667 1.37792
C -1.08718 -0.41697 -0.09422
S 2.45665 -0.19961 -0.52389
H -2.28724 -1.28399 -1.47508
N -2.08497 -0.52089 -0.84886
*
```

---

Which of them is the most stable, and which is the least stable? arrangement Q and arrangement P, in that order.